# 1
DFT (ωB97M-V/def2-TZVPD) results for 2 unconnected molecules or ions with the total composition C26H25FO5 at a distorted geometry.

E_HOMO (eV): -5.807
E_tot (a.u.): -1481.674189
LUMO energy (eV): -3.11

Geometry (Å):
C (-2.34508, 0.42207, -4.12586)
C (-1.34177, -0.66975, -3.81892)
O (-0.12862, -0.08837, -3.41336)
C (0.87812, -1.01201, -3.29940)
C (2.17302, -0.39783, -3.18351)
F (2.17775, 0.91235, -2.98976)
C (3.46135, -1.01565, -3.33892)
O (3.63740, -2.22161, -3.44149)
O (4.47446, -0.09673, -3.42781)
C (5.69171, -0.67951, -3.81959)
C (6.70062, 0.41127, -4.11490)
O (0.68821, -2.21985, -3.34918)
H (-3.30807, 0.03388, -4.45867)
H (-2.50638, 1.04291, -3.24341)
H (-1.95149, 1.07768, -4.90431)
H (-1.67708, -1.34405, -3.01854)
H (-1.12102, -1.28844, -4.70161)
H (6.01613, -1.35202, -3.01237)
H (5.48111, -1.29946, -4.70371)
H (7.66680, 0.02222, -4.43760)
H (6.31698, 1.06898, -4.89657)
H (6.85371, 1.03018, -3.22947)
C (-4.54678, 3.93704, 5.33087)
C (-3.35649, 3.37749, 5.75226)
C (-2.28618, 3.31071, 4.89319)
C (-2.39068, 3.78898, 3.58559)
O (-1.31423, 3.65646, 2.66410)
C (-1.07832, 2.37518, 2.10677)
C (-1.64010, 2.03197, 0.86331)
C (-1.50762, 0.77326, 0.35761)
C (-0.78955, -0.23134, 1.05108)
C (-0.74376, -1.50994, 0.46127)
C (-0.19173, -2.74710, 0.89413)
C (-0.16069, -3.79326, -0.04831)
C (0.35774, -5.02208, 0.26801)
C (0.86696, -5.25539, 1.53152)
C (0.83647, -4.25625, 2.48640)
C (0.30784, -3.02591, 2.18287)
C (-0.16840, 0.14721, 2.26842)
C (-0.30991, 1.40623, 2.77706)
C (-3.59525, 4.37184, 3.18539)
C (-4.66454, 4.43172, 4.04656)
H (-5.39398, 3.95901, 5.99525)
H (-3.27393, 2.97741, 6.74947)
H (-1.35666, 2.87909, 5.21329)
H (-2.19712, 2.77642, 0.32336)
H (-1.95976, 0.51471, -0.58525)
H (-1.19304, -1.56106, -0.51793)
H (-0.53736, -3.60499, -1.03884)
H (0.36563, -5.80177, -0.47434)
H (1.28085, -6.21830, 1.77496)
H (1.22059, -4.44209, 3.47623)
H (0.23336, -2.29958, 2.96588)
H (0.46328, -0.54486, 2.78693)
H (0.16888, 1.67089, 3.70342)
H (-3.68009, 4.74651, 2.18208)
H (-5.60328, 4.84556, 3.71636)



# 2
DFT (ωB97M-V/def2-TZVPD) results for 7 unconnected molecules or ions with the total composition C27H55NO18S at a distorted geometry.

E_HOMO (eV): -9.863
E_tot (a.u.): -2868.804502
LUMO energy (eV): -0.14

Geometry (Å):
C (1.37322, 2.70180, -0.33474)
O (1.64884, 1.29954, 0.01789)
C (0.56928, 0.39551, -0.45676)
O (-0.68339, 0.89613, 0.13364)
S (-1.78786, -0.35701, 0.47426)
O (-1.52915, -0.75414, 1.96977)
O (-3.34022, 0.34879, 0.43794)
C (-3.51472, 1.24491, -0.72440)
O (-3.63227, 2.61757, -0.20988)
N (-2.49757, 3.32262, -0.36113)
O (-2.25712, 3.92086, 0.69578)
H (0.51812, 3.20708, 0.30448)
H (1.09956, 2.76968, -1.49061)
H (2.35096, 3.34838, -0.11138)
H (0.76098, -0.74206, -0.16972)
H (0.54811, 0.44613, -1.64748)
H (-2.66909, 1.10790, -1.54786)
H (-4.53139, 0.96014, -1.28050)
O (-1.92166, -0.76255, -2.67284)
C (-1.40741, -1.55456, -3.45651)
O (-0.06198, -1.67070, -3.52751)
C (0.63406, -2.68184, -4.28049)
C (0.78807, -2.26694, -5.73091)
C (-2.25510, -2.33964, -4.41562)
H (0.15003, -3.65801, -4.16807)
H (1.62622, -2.77609, -3.82779)
H (-0.18196, -2.14483, -6.21992)
H (1.36324, -3.01335, -6.28584)
H (1.29987, -1.30204, -5.79955)
H (-2.49449, -1.71511, -5.27688)
H (-3.18124, -2.62391, -3.90398)
H (-1.79713, -3.26849, -4.75011)
O (3.08537, 5.18014, 0.33826)
C (4.20097, 4.92411, 0.78071)
O (4.38568, 3.86297, 1.59837)
C (5.67019, 3.37591, 2.03042)
C (6.16270, 4.14671, 3.23992)
C (5.36144, 5.83496, 0.50059)
H (6.38945, 3.37894, 1.20430)
H (5.52536, 2.32725, 2.30883)
H (6.30619, 5.20600, 3.01122)
H (7.11263, 3.73835, 3.59601)
H (5.42872, 4.09529, 4.05005)
H (5.33158, 6.67722, 1.19257)
H (5.26918, 6.20483, -0.52654)
H (6.33106, 5.34426, 0.55928)
O (5.18078, 0.21008, -7.64868)
C (4.74390, 0.78198, -6.65473)
O (3.41030, 0.89889, -6.46353)
C (2.79604, 1.39334, -5.25852)
C (2.73131, 2.90837, -5.26605)
C (5.67713, 1.44373, -5.68210)
H (3.29781, 0.99504, -4.37002)
H (1.77794, 0.99157, -5.24334)
H (3.72909, 3.35384, -5.29742)
H (2.21661, 3.27614, -4.37400)
H (2.19914, 3.26320, -6.15407)
H (5.95822, 2.42507, -6.06564)
H (6.57316, 0.82069, -5.58583)
H (5.26910, 1.54370, -4.67816)
O (-4.01870, -4.48137, -2.54998)
C (-3.80251, -4.52240, -1.34273)
O (-2.56217, -4.28064, -0.86124)
C (-2.23979, -4.13418, 0.53464)
C (-2.01694, -5.48645, 1.18370)
C (-4.88486, -4.93300, -0.38631)
H (-2.99735, -3.53554, 1.05191)
H (-1.30980, -3.55851, 0.57826)
H (-2.91859, -6.10351, 1.14833)
H (-1.72061, -5.36731, 2.22960)
H (-1.23491, -6.03959, 0.65441)
H (-4.95016, -6.02130, -0.36421)
H (-5.83466, -4.51893, -0.74228)
H (-4.74842, -4.55163, 0.62380)
O (-5.02493, 8.65313, 5.70562)
C (-4.51068, 7.86112, 4.92195)
O (-3.16525, 7.74498, 4.85094)
C (-2.46921, 6.73384, 4.09797)
C (-2.31520, 7.14874, 2.64755)
C (-5.35837, 7.07604, 3.96284)
H (-2.95324, 5.75767, 4.21039)
H (-1.47705, 6.63959, 4.55067)
H (-3.28523, 7.27085, 2.15854)
H (-1.74003, 6.40233, 2.09262)
H (-1.80340, 8.11364, 2.57891)
H (-5.59776, 7.70057, 3.10157)
H (-6.28451, 6.79177, 4.47447)
H (-4.90040, 6.14719, 3.62835)
O (-1.57182, -7.94788, 2.23406)
C (-1.35563, -7.98891, 3.44131)
O (-0.11529, -7.74715, 3.92281)
C (0.20709, -7.60069, 5.31868)
C (0.42994, -8.95296, 5.96775)
C (-2.43797, -8.39951, 4.39774)
H (-0.55047, -7.00205, 5.83595)
H (1.13708, -7.02502, 5.36230)
H (-0.47171, -9.57002, 5.93237)
H (0.72627, -8.83382, 7.01365)
H (1.21197, -9.50610, 5.43845)
H (-2.50328, -9.48780, 4.41983)
H (-3.38778, -7.98544, 4.04177)
H (-2.30154, -8.01814, 5.40784)



# 3
DFT (ωB97M-V/def2-TZVPD) results for C2H6P2 in the gas phase at a distorted geometry.

E_HOMO (eV): -8.235
E_tot (a.u.): -762.407964
Energy above the lowest of the compared OMol25 structures with the same formula, charge and spin (eV): 0.916
SMILES string: P[C@H]1CP1
LUMO energy (eV): 1.03

Geometry (Å):
P (-1.70697, 0.80273, 0.15538)
C (-0.24368, -0.31443, 0.28148)
C (0.80043, -0.21841, -0.68472)
P (1.32495, 1.04405, 0.59424)
H (-2.49247, -0.12738, 0.79220)
H (-1.80572, 0.30934, -1.09638)
H (-0.21221, -0.97500, 1.11255)
H (1.55242, -0.93925, -0.71299)
H (0.63976, 0.21092, -1.73736)
H (2.14348, 0.20743, 1.29561)



# 4
DFT (ωB97M-V/def2-TZVPD) results for a molecular structure, C12H30N3PS2Sb2Se4Sn at a distorted geometry.

E_HOMO (eV): -0.804
E_tot (a.u.): -12077.883802
Energy above the lowest of the compared OMol25 structures with the same formula, charge and spin (eV): 0.000
Net charge: -2
LUMO energy (eV): 3.96

Geometry (Å):
Sn (-0.53009, 0.01703, 1.34493)
Se (-2.00003, -1.92481, 5.82645)
Sb (-2.38215, -1.92209, 3.39860)
Se (-0.15967, -2.69870, 2.32936)
Se (-3.10504, 0.49080, 2.78829)
Se (-4.09962, -3.46301, 2.54714)
C (0.47713, 4.95816, 2.56201)
N (0.81014, 4.10921, 1.43440)
C (-0.08645, 3.25108, 0.92555)
N (-1.41325, 3.26324, 1.30443)
S (0.40751, 2.16989, -0.32986)
H (1.13399, 5.81936, 2.61736)
H (0.56133, 4.42694, 3.53546)
H (-0.56315, 5.31623, 2.46511)
H (1.78701, 3.90489, 1.22405)
H (-1.66564, 3.49654, 2.27215)
H (-1.92473, 2.46308, 0.92772)
C (-4.10122, -2.01930, -0.53212)
Sb (-2.50524, -0.63208, -0.96111)
C (-2.34080, -0.78565, -3.11972)
C (-3.55348, 1.21555, -0.89726)
H (-4.78614, -2.02081, -1.41523)
H (-4.58547, -1.65537, 0.38813)
H (-3.62514, -2.98225, -0.35089)
H (-3.38958, -0.71892, -3.46712)
H (-1.91126, -1.80327, -3.31234)
H (-1.72678, 0.05037, -3.50312)
H (-4.36266, 1.17434, -1.62091)
H (-2.81792, 2.00373, -1.17677)
H (-3.96575, 1.35562, 0.11305)
C (3.16933, -1.53444, 1.39626)
C (2.98060, -0.80256, 0.05714)
P (1.29446, -1.05519, -0.65943)
C (1.19596, -0.29643, -2.35263)
C (2.42868, 0.47055, -2.89075)
C (1.24517, -2.85471, -1.03333)
C (2.39521, -3.34942, -1.90301)
H (4.12639, -1.21082, 1.91098)
H (3.22797, -2.62228, 1.18858)
H (2.36460, -1.36690, 2.10829)
H (3.69398, -1.23617, -0.68535)
H (3.13322, 0.27157, 0.12809)
H (0.29471, 0.32955, -2.35771)
H (0.98672, -1.15403, -2.99299)
H (2.62378, 1.30669, -2.20683)
H (2.20444, 0.84770, -3.89444)
H (3.32192, -0.17873, -2.92428)
H (0.27994, -3.00447, -1.52877)
H (1.15174, -3.32552, -0.05084)
H (2.47437, -2.73167, -2.82186)
H (2.17496, -4.40376, -2.18419)
H (3.35399, -3.27692, -1.32761)
S (3.35369, 2.16656, 2.33457)
C (1.97913, 1.38864, 2.58373)
N (0.96922, 0.76296, 2.78862)



# 5
DFT (ωB97M-V/def2-TZVPD) results for a molecular structure, C18H17AlN9O at a distorted geometry.

E_HOMO (eV): -11.438
E_tot (a.u.): -1506.441626
Energy above the lowest of the compared OMol25 structures with the same formula, charge and spin (eV): 1.264
Net charge: +1
LUMO energy (eV): -3.37

Geometry (Å):
Al (-0.03142, -2.51466, -0.05774)
N (-0.55175, -2.12283, 3.89234)
C (-0.32524, -2.53043, 2.66067)
O (-0.37979, -1.73691, 1.68663)
C (0.01790, -3.97310, 2.41480)
C (-0.21722, -4.27230, 0.93458)
H (-0.77070, -1.15428, 4.08656)
H (-0.48526, -2.75781, 4.67608)
H (-0.54780, -4.62321, 3.08719)
H (1.07991, -4.08931, 2.65964)
H (-1.22687, -4.67219, 0.79703)
H (0.45431, -5.04549, 0.55996)
N (0.42828, -3.03450, -1.73392)
C (0.88697, -3.64975, -2.64329)
C (1.43756, -4.24319, -3.69336)
C (1.88726, -3.40820, -4.73609)
N (2.23824, -2.67875, -5.54591)
C (1.61248, -5.63778, -3.76807)
N (1.76561, -6.77152, -3.81557)
C (-2.24355, 0.06708, -0.55279)
C (-0.81213, 0.28026, -0.86204)
N (0.12777, -0.63126, -0.64126)
C (1.31202, -0.10677, -1.09699)
C (1.07605, 1.13363, -1.59195)
N (-0.26857, 1.36391, -1.44068)
C (-0.93453, 2.60593, -1.79011)
N (-0.33704, 3.69607, -1.09127)
N (0.25416, 4.73508, -1.73081)
N (0.70199, 5.56132, -0.90175)
C (0.44932, 5.12261, 0.36833)
C (0.74595, 5.65664, 1.62046)
C (0.36207, 4.92448, 2.72054)
C (-0.30132, 3.69698, 2.59927)
C (-0.61067, 3.15162, 1.37253)
C (-0.23185, 3.88736, 0.25979)
H (-2.34639, -0.93340, -0.12808)
H (-2.85251, 0.12815, -1.45353)
H (-2.62775, 0.79107, 0.16508)
H (2.22263, -0.67066, -1.05072)
H (1.73250, 1.86444, -2.02248)
H (-1.99651, 2.51690, -1.53216)
H (-0.83351, 2.80822, -2.86398)
H (1.25519, 6.60141, 1.70005)
H (0.58158, 5.29803, 3.70787)
H (-0.58078, 3.16491, 3.49514)
H (-1.11659, 2.20222, 1.27999)



# 6
DFT (ωB97M-V/def2-TZVPD) results for 2 unconnected molecules or ions with the total composition C3H9N3 at a distorted geometry.

E_HOMO (eV): -8.092
E_tot (a.u.): -283.925452
Energy above the lowest of the compared OMol25 structures with the same formula, charge and spin (eV): 1.569
SMILES string: [H]/N=C/N.C=CN
LUMO energy (eV): 1.03

Geometry (Å):
H (1.96848, -0.11160, 3.64320)
N (1.86831, 0.29788, 2.72590)
C (1.98009, -0.41106, 1.69215)
N (1.53768, 0.11738, 0.49239)
H (2.29276, -1.45057, 1.60364)
H (2.04180, 0.16131, -0.37962)
H (1.10861, 1.02197, 0.49537)
C (-1.64004, 1.19589, -1.46733)
C (-1.96216, -0.09194, -1.64849)
N (-1.22507, -1.09185, -0.98906)
H (-0.88025, 1.45244, -0.74673)
H (-2.08100, 1.91809, -2.13942)
H (-2.84468, -0.39278, -2.19123)
H (-0.49383, -0.68986, -0.41286)
H (-1.67068, -1.92531, -0.67790)



# 7
DFT (ωB97M-V/def2-TZVPD) results for a gas-phase ion, C4H4NOS (charge +1) at a distorted geometry.

E_HOMO (eV): -13.276
E_tot (a.u.): -682.564756
Energy above the lowest of the compared OMol25 structures with the same formula, charge and spin (eV): 1.355
SMILES string: C=[N+]=C1O[C@H]1C=S
Net charge: +1
LUMO energy (eV): -6.07

Geometry (Å):
C (2.22295, 1.25235, 0.42089)
N (1.29942, 0.42186, 0.68247)
C (0.33630, -0.30231, 0.57753)
O (-0.52515, -1.14039, 1.14947)
C (-0.70836, -0.97215, -0.28642)
C (-2.06101, -0.34191, -0.75590)
S (-2.64610, 0.94502, -0.01531)
H (1.89174, 2.23193, 0.56115)
H (3.13850, 0.78209, 0.26151)
H (-0.58210, -1.82935, -1.01432)
H (-2.36618, -1.04714, -1.58107)